Molecular formula: C4H9N3
Method: DFT, wB97M-V/def2-TZVPD

```
16
Properties=species:S:1:pos:R:3:forces:R:3
C 1.3515 -1.7899 -0.6692 4.45 -1.44 0.86
C -0.6530 0.5376 -0.8371 2.14 -1.14 -3.24
C -1.8006 1.4412 0.8132 0.73 -2.38 2.91
C -0.5733 0.5231 1.3894 -1.48 0.55 2.04
H 2.3179 -2.2003 -0.0208 -2.90 0.61 -0.57
H 0.3680 -1.9162 -0.2718 -0.38 -0.82 0.34
H 1.6406 -2.3528 -1.5639 -1.17 0.13 -0.57
H 2.6962 0.0739 -1.0025 -4.64 -2.62 0.89
H -1.4279 0.9178 -1.5515 1.35 0.36 0.46
H -1.5897 2.3474 0.2163 -0.02 -1.04 0.10
H -2.7661 1.5330 1.5327 2.41 -0.70 -2.05
H -1.2322 0.0717 2.5539 3.24 1.08 -3.46
H 0.7390 0.7256 1.1026 -4.39 -0.65 1.63
N 1.6128 -0.4141 -0.7184 2.48 6.72 -0.36
N 0.6167 0.5779 -1.2275 -1.42 -2.26 -0.14
N -1.2999 -0.0761 0.2546 -0.39 3.59 1.16
```
Positions in Å, forces in eV/Å.

Properties
- total charge = 0
- Kohn-Sham gap (eV) = 8.65

Need the natural (NBO) charges? In units of e they are: atom 1 (C): -0.4091, atom 2 (C): 0.1700, atom 3 (C): -0.3131, atom 4 (C): -0.3059, atom 5 (H): 0.1877, atom 6 (H): 0.2203, atom 7 (H): 0.1793, atom 8 (H): 0.3961, atom 9 (H): 0.1941, atom 10 (H): 0.2255, atom 11 (H): 0.2264, atom 12 (H): 0.2188, atom 13 (H): 0.3006, atom 14 (N): -0.5313, atom 15 (N): -0.3175, atom 16 (N): -0.4418

***

Molecular formula: C13H15N3O5
Method: DFT, wB97M-V/def2-TZVPD

```
36
Properties=species:S:1:pos:R:3:forces:R:3
C -2.2468 -2.7365 -1.3593 -0.03 -0.03 -0.08
O -2.0942 -1.9290 -0.2233 0.07 0.14 0.29
C -3.3157 -1.3819 0.2273 -0.11 0.12 0.13
C -3.0424 -0.5072 1.4533 -0.21 -0.22 -0.51
N -2.0785 0.5248 1.1471 0.11 -0.31 0.32
C -2.3811 1.5385 0.3243 0.65 0.48 0.12
O -3.4865 1.7611 -0.1246 -0.34 0.00 -0.19
C -1.1719 2.4098 -0.0599 -0.34 -0.11 -0.38
C -0.1828 1.6102 -0.9250 0.09 0.15 0.16
C 0.9818 1.5339 0.0375 -0.86 0.56 -0.24
C 2.2063 0.7799 -0.1985 0.35 -0.31 0.43
C 2.9282 0.9422 -1.3777 -0.06 -0.06 0.21
C 4.1318 0.2867 -1.5667 0.06 -0.04 0.00
C 4.6471 -0.5383 -0.5782 -0.11 0.08 -0.06
C 3.9384 -0.7277 0.5931 -0.18 0.00 0.23
C 2.7203 -0.0868 0.7730 0.71 0.27 -1.21
N 1.9678 -0.4064 1.9612 -0.35 -0.18 0.39
O 2.5922 -0.6639 2.9626 0.14 -0.02 0.32
O 0.7585 -0.4508 1.8664 -0.23 -0.32 0.14
N 0.7894 2.1979 1.1054 1.23 -0.36 -0.09
O -0.4210 2.7935 1.1100 -0.70 0.34 0.07
H -1.2550 -3.1015 -1.6200 -0.05 -0.05 -0.07
H -2.9068 -3.5892 -1.1570 0.03 0.00 -0.03
H -2.6619 -2.1667 -2.2009 0.02 -0.03 0.01
H -3.7687 -0.7671 -0.5638 0.02 -0.08 0.09
H -4.0211 -2.1836 0.4927 0.04 0.06 -0.01
H -2.6393 -1.1130 2.2634 -0.06 0.03 0.03
H -3.9818 -0.0399 1.7598 0.07 -0.11 0.07
H -1.1224 0.3358 1.4127 -0.04 0.21 -0.09
H -1.5390 3.3231 -0.5354 0.00 -0.21 0.08
H 0.0880 2.1218 -1.8502 -0.01 -0.02 0.01
H -0.5553 0.6139 -1.1702 0.00 0.00 -0.03
H 2.5516 1.6067 -2.1398 -0.06 0.08 -0.06
H 4.6761 0.4281 -2.4878 0.05 0.02 -0.08
H 5.5916 -1.0383 -0.7238 0.07 -0.06 0.00
H 4.3032 -1.3801 1.3722 0.02 -0.02 0.03
```
Positions in Å, forces in eV/Å.

Properties
- total charge = 0
- SMILES = COCCNC(=O)[C@@H]1CC(c2ccccc2[N+](=O)[O-])=NO1
- Kohn-Sham gap (eV) = 8.39

Need the natural (NBO) charges? In units of e they are: atom 1 (C): -0.2430, atom 2 (O): -0.5485, atom 3 (C): -0.0763, atom 4 (C): -0.2356, atom 5 (N): -0.6123, atom 6 (C): 0.6560, atom 7 (O): -0.6241, atom 8 (C): -0.0151, atom 9 (C): -0.4832, atom 10 (C): 0.1637, atom 11 (C): -0.0642, atom 12 (C): -0.1797, atom 13 (C): -0.1769, atom 14 (C): -0.2035, atom 15 (C): -0.1962, atom 16 (C): 0.1128, atom 17 (N): 0.5273, atom 18 (O): -0.3520, atom 19 (O): -0.3959, atom 20 (N): -0.0624, atom 21 (O): -0.3379, atom 22 (H): 0.1913, atom 23 (H): 0.1653, atom 24 (H): 0.1647, atom 25 (H): 0.1847, atom 26 (H): 0.1674, atom 27 (H): 0.2127, atom 28 (H): 0.2185, atom 29 (H): 0.4272, atom 30 (H): 0.2209, atom 31 (H): 0.2311, atom 32 (H): 0.2461, atom 33 (H): 0.2220, atom 34 (H): 0.2229, atom 35 (H): 0.2261, atom 36 (H): 0.2463

***

Molecular formula: C11H23BBrN3O8S
Method: DFT, wB97M-V/def2-TZVPD

```
48
Properties=species:S:1:pos:R:3:forces:R:3
H -3.2903 -3.0102 3.3212 -0.14 -0.03 0.13
N -2.9034 -2.8399 2.3987 0.09 -0.16 -0.14
C -2.0772 -1.8841 2.4318 -0.41 -0.38 0.14
C -1.4264 -1.4532 1.1552 0.30 -0.19 0.74
C 0.1027 -1.1647 1.2864 -1.06 0.30 -0.61
O 0.4496 -1.4733 2.6637 0.46 -0.93 -0.27
C 1.7519 -1.6554 2.9471 1.78 1.35 0.28
O 2.6661 -0.9244 2.6899 -1.56 -1.03 0.15
Br 2.0356 -3.2426 4.0240 -0.26 0.31 -0.20
B 0.3310 0.4084 0.9665 0.48 0.15 -0.18
O -0.3810 1.3172 1.7088 0.41 -0.11 0.36
O 1.1673 0.8502 0.0152 0.01 -0.65 0.20
S 0.8896 -2.2184 0.0249 0.51 -0.03 -1.69
C 0.6828 -3.9277 0.4995 -0.25 0.54 0.60
O 0.0964 -2.0207 -1.1653 -0.55 0.13 0.31
O 2.2806 -1.9332 -0.1482 0.36 -0.20 1.04
H -1.8669 -1.3774 3.3673 0.19 0.36 0.07
H -1.6255 -2.2389 0.4448 -0.07 -0.10 -0.30
H -1.9413 -0.5665 0.8159 -0.11 0.32 -0.25
H -0.6058 0.9586 2.5683 -0.42 0.02 0.27
H 1.6166 1.6391 0.3364 0.27 0.79 -0.48
H 1.5636 -4.4270 0.1332 0.25 -0.20 -0.17
H -0.2269 -4.2930 0.0570 -0.25 -0.13 -0.30
H 0.6023 -4.0356 1.5737 0.16 0.01 0.27
C 1.0955 5.9211 2.3450 0.10 -0.16 0.12
N 1.9016 4.7546 2.0423 -0.07 0.13 0.11
C 2.4477 3.9632 3.1330 0.02 -0.06 -0.15
C 2.1629 4.3742 0.7840 -0.07 0.13 -0.11
O 2.8357 3.4031 0.4839 -0.13 -0.31 0.03
H 1.6779 6.6405 2.9234 -0.05 0.05 0.00
H 0.2168 5.6304 2.9234 -0.03 0.07 -0.01
H 0.7672 6.3955 1.4235 0.01 -0.01 -0.04
H 3.5353 3.9387 3.0704 0.01 -0.04 0.04
H 2.0820 2.9373 3.0706 0.03 -0.01 0.04
H 2.1479 4.3980 4.0824 -0.03 0.04 0.00
H 1.7071 5.0314 0.0258 0.01 0.01 0.00
C -0.6405 -1.5241 -4.3854 -0.17 0.04 -0.24
N -1.9785 -1.5568 -4.9490 0.24 0.05 -0.01
C -2.2179 -0.9725 -6.2566 -0.13 -0.08 0.11
C -3.0127 -2.1131 -4.2970 -0.08 -0.08 0.15
O -4.1509 -2.1666 -4.7218 -0.07 0.02 -0.07
H -0.3082 -0.4904 -4.2763 0.10 -0.03 0.06
H 0.0517 -2.0542 -5.0433 0.08 0.03 0.05
H -0.6331 -1.9981 -3.4083 0.00 0.03 0.02
H -2.9594 -0.1763 -6.1824 0.00 0.01 -0.06
H -2.6022 -1.7289 -6.9417 -0.01 0.04 -0.04
H -1.2885 -0.5674 -6.6473 0.05 0.00 0.03
H -2.7291 -2.5270 -3.3143 0.03 0.00 0.00
```
Positions in Å, forces in eV/Å.

Properties
- total charge = 0
- SMILES = [H]/N=C/C[C@](OC(=O)Br)(B(O)O)S(C)(=O)=O.CN(C)C=O.CN(C)C=O
- Kohn-Sham gap (eV) = 8.93

Need the natural (NBO) charges? In units of e they are: atom 1 (H): 0.3388, atom 2 (N): -0.5975, atom 3 (C): 0.1361, atom 4 (C): -0.5038, atom 5 (C): -0.3000, atom 6 (O): -0.5487, atom 7 (C): 0.7234, atom 8 (O): -0.4931, atom 9 (Br): 0.0036, atom 10 (B): 1.1228, atom 11 (O): -0.8836, atom 12 (O): -0.8711, atom 13 (S): 2.1626, atom 14 (C): -0.8882, atom 15 (O): -0.9665, atom 16 (O): -0.9065, atom 17 (H): 0.1577, atom 18 (H): 0.2639, atom 19 (H): 0.2505, atom 20 (H): 0.4877, atom 21 (H): 0.5284, atom 22 (H): 0.2688, atom 23 (H): 0.2584, atom 24 (H): 0.2486, atom 25 (C): -0.3987, atom 26 (N): -0.4189, atom 27 (C): -0.4172, atom 28 (C): 0.5357, atom 29 (O): -0.6532, atom 30 (H): 0.1983, atom 31 (H): 0.1983, atom 32 (H): 0.2137, atom 33 (H): 0.2201, atom 34 (H): 0.2131, atom 35 (H): 0.2038, atom 36 (H): 0.1143, atom 37 (C): -0.4058, atom 38 (N): -0.4267, atom 39 (C): -0.4154, atom 40 (C): 0.5267, atom 41 (O): -0.6329, atom 42 (H): 0.1963, atom 43 (H): 0.1897, atom 44 (H): 0.2355, atom 45 (H): 0.2115, atom 46 (H): 0.2116, atom 47 (H): 0.2013, atom 48 (H): 0.1065

***

Molecular formula: C5H18N2O4
Method: DFT, wB97M-V/def2-TZVPD

```
29
Properties=species:S:1:pos:R:3:forces:R:3
C -1.8924 0.2852 0.7294 0.94 0.61 -0.80
N -0.7524 0.5200 1.6163 -0.04 0.20 -0.06
C 0.5728 0.5555 1.2766 0.21 -1.28 0.31
O 1.4017 1.0195 2.0320 0.07 0.46 0.07
C 1.0243 -0.2504 0.0545 -0.77 0.89 -0.52
N 1.1526 0.6498 -1.1045 0.50 0.10 -0.32
C 0.2591 0.3551 -2.2203 -0.33 -0.23 0.38
C 2.5293 0.8146 -1.5704 -0.03 1.08 0.02
H -1.6832 -0.5793 0.0928 -0.59 -0.56 0.68
H -2.0053 1.0522 -0.0445 -0.06 0.48 0.51
H -2.7634 0.2858 1.3709 -0.35 -0.58 -0.30
H -0.9270 0.9361 2.5218 -0.06 0.23 -0.22
H 0.3061 -1.0426 -0.1730 0.18 -0.18 0.07
H 1.9932 -0.6552 0.3245 0.04 -0.22 0.01
H 0.2657 -0.7072 -2.4940 0.00 -0.06 0.00
H 0.5197 0.9251 -3.1081 0.19 0.18 0.09
H -0.7502 0.6539 -1.9413 -0.15 -0.17 -0.15
H 2.6523 1.8420 -1.9332 -0.09 -0.09 -0.19
H 2.8053 0.1616 -2.4053 0.05 -0.34 0.26
H 3.2286 0.7663 -0.7396 0.02 -0.40 0.01
O -0.9221 -3.5043 0.0974 -0.01 0.05 -0.10
H -0.2232 -3.6384 0.7423 0.11 -0.06 -0.03
H -1.7094 -3.4437 0.6486 -0.07 0.07 0.07
O -0.7843 3.0531 -0.9139 -0.53 0.11 -0.32
H -0.8510 3.6153 -0.1354 0.41 -0.23 -0.04
H 0.0141 2.5095 -0.8794 0.28 0.03 0.41
O -1.4784 -2.2346 2.8225 -0.41 -0.04 -0.13
H -1.3948 -1.3927 2.3477 0.35 -0.26 0.21
H -0.5879 -2.5522 2.9856 0.14 0.21 0.07
```
Positions in Å, forces in eV/Å.

Properties
- total charge = 0
- SMILES = CNC(=O)CN(C)C.O.O.O
- Kohn-Sham gap (eV) = 9.37

Need the natural (NBO) charges? In units of e they are: atom 1 (C): -0.4517, atom 2 (N): -0.6517, atom 3 (C): 0.6776, atom 4 (O): -0.6107, atom 5 (C): -0.3261, atom 6 (N): -0.4728, atom 7 (C): -0.4229, atom 8 (C): -0.4143, atom 9 (H): 0.2133, atom 10 (H): 0.2251, atom 11 (H): 0.2183, atom 12 (H): 0.4061, atom 13 (H): 0.2112, atom 14 (H): 0.2233, atom 15 (H): 0.1794, atom 16 (H): 0.2117, atom 17 (H): 0.2050, atom 18 (H): 0.1991, atom 19 (H): 0.1783, atom 20 (H): 0.2109, atom 21 (O): -0.9439, atom 22 (H): 0.4632, atom 23 (H): 0.4832, atom 24 (O): -0.9732, atom 25 (H): 0.4751, atom 26 (H): 0.4927, atom 27 (O): -0.9572, atom 28 (H): 0.4823, atom 29 (H): 0.4686

***

Molecular formula: C3H12NO
Method: DFT, wB97M-V/def2-TZVPD

```
17
Properties=species:S:1:pos:R:3:forces:R:3
C -0.5307 -2.2472 0.2545 1.17 -1.94 1.23
N -0.1402 -1.1173 1.2259 -2.63 0.90 -1.20
H 0.4139 -2.4925 -0.2793 -0.91 0.40 0.04
H -0.8067 -3.1980 0.7890 0.45 1.14 0.10
H -1.3840 -2.1293 -0.3984 0.10 1.17 -0.12
H -0.9401 -0.6924 1.7645 0.91 -1.10 -0.35
H 0.1997 -0.2941 0.5763 0.64 -1.54 1.01
H 0.5952 -1.4297 1.8440 0.13 0.05 0.23
C 0.0916 1.2637 -1.1111 -1.91 -2.83 0.46
O 0.9536 0.1950 -0.5687 0.25 1.20 -1.26
C -0.4037 2.1086 0.0287 0.67 -1.78 1.54
H 0.6421 1.7655 -1.7998 1.75 1.84 -1.81
H -0.6429 0.6804 -1.7588 0.25 1.08 1.17
H 1.8114 0.3745 -0.9681 0.26 -0.45 0.44
H -0.4536 3.1298 -0.1391 -0.26 1.91 -0.78
H -1.3490 1.7784 0.4287 -0.50 -0.08 0.00
H 0.3236 2.0172 0.8761 -0.38 0.05 -0.68
```
Positions in Å, forces in eV/Å.

Properties
- total charge = +1
- Kohn-Sham gap (eV) = 12.27

Need the natural (NBO) charges? In units of e they are: atom 1 (C): -0.4404, atom 2 (N): -0.7237, atom 3 (H): 0.2384, atom 4 (H): 0.2389, atom 5 (H): 0.2480, atom 6 (H): 0.4333, atom 7 (H): 0.4764, atom 8 (H): 0.4357, atom 9 (C): -0.0768, atom 10 (O): -0.7712, atom 11 (C): -0.6587, atom 12 (H): 0.1972, atom 13 (H): 0.1951, atom 14 (H): 0.5219, atom 15 (H): 0.2524, atom 16 (H): 0.2129, atom 17 (H): 0.2208

***

Molecular formula: C4H5N3O2
Method: DFT, wB97M-V/def2-TZVPD

```
14
Properties=species:S:1:pos:R:3:forces:R:3
C -0.2420 0.5220 2.2770 6.90 0.71 2.84
C -0.1014 0.2414 0.9021 0.17 -1.54 -7.28
C 0.2623 0.1243 -1.2320 2.65 3.43 0.24
C -0.2956 -1.0872 -1.0530 4.91 9.29 6.71
H 0.4538 -0.4545 2.7180 -2.64 2.83 -0.09
H -1.2137 0.7355 2.5532 -1.90 -0.21 1.23
H 0.5019 1.6193 2.5981 -2.43 -3.61 -1.23
H -0.8172 -1.6928 -1.4200 -6.47 -9.10 -7.36
H -1.4832 -1.8311 0.9064 3.75 3.35 -3.12
N 0.5267 0.9321 -0.0982 -2.78 -3.48 1.12
N -0.6512 -1.0204 0.2386 -2.03 -0.13 7.72
N 0.8511 0.6286 -2.4705 -1.90 -6.69 -0.78
O 1.5478 1.5433 -2.5658 1.60 3.39 -0.06
O 0.6608 -0.2604 -3.3538 0.17 1.77 0.07
```
Positions in Å, forces in eV/Å.

Properties
- total charge = 0
- Kohn-Sham gap (eV) = 8.97

Need the natural (NBO) charges? In units of e they are: atom 1 (C): -0.6572, atom 2 (C): 0.3235, atom 3 (C): 0.1154, atom 4 (C): -0.0130, atom 5 (H): 0.2507, atom 6 (H): 0.2367, atom 7 (H): 0.2600, atom 8 (H): 0.1936, atom 9 (H): 0.4347, atom 10 (N): -0.4016, atom 11 (N): -0.5232, atom 12 (N): 0.5340, atom 13 (O): -0.2938, atom 14 (O): -0.4598

***

Energy above the lowest of the compared OMol25 structures with the same formula, charge and spin: 8.865; 3.343; 0.561; 1.605; 1.653; 9.702 (eV)
Maximum force: 7.17; 1.43; 2.25; 1.38; 3.45; 13.37 (eV Å⁻¹)
E_tot: -321.76458; -1044.70260; -4196.24063; -611.76014; -251.20960; -469.88318 (a.u.)